{"formula": "C22H37As3BrN2O2RhS", "method": "the ωB97M-V functional and the def2-TZVPD basis", "elements": ["Rh", "Br", "As", "As", "As", "S", "O", "O", "N", "N", "C", "C", "C", "C", "C", "C", "C", "C", "C", "C", "C", "C", "C", "C", "C", "C", "C", "C", "C", "C", "C", "C", "H", "H", "H", "H", "H", "H", "H", "H", "H", "H", "H", "H", "H", "H", "H", "H", "H", "H", "H", "H", "H", "H", "H", "H", "H", "H", "H", "H", "H", "H", "H", "H", "H", "H", "H", "H", "H"], "positions_angstrom": [[-0.1388, -0.6653, -1.3664], [-7.9367, -0.2032, 1.8433], [-0.3332, 0.2555, 0.7957], [2.1492, -0.5936, -0.8508], [3.0271, 2.0489, 4.4405], [0.4398, 1.2130, -3.0146], [-1.7825, -1.8089, -0.9707], [-2.9263, -0.6377, -2.5344], [0.3951, -0.2485, -5.3544], [-0.5330, -1.1708, -3.5054], [-1.1176, -0.7748, 2.3454], [1.9621, -1.3738, 3.1906], [-6.4387, -0.6836, 0.8139], [1.0904, 1.6928, 5.0186], [3.1963, 1.0096, -1.2675], [-1.2604, 1.9127, 0.2899], [0.1419, -0.1064, -4.0087], [2.4592, 3.7309, 3.4797], [2.2845, -0.1571, 2.2491], [1.1800, 0.8156, 1.8933], [-5.3670, -1.2895, 1.3868], [-5.2578, -0.7466, -1.2901], [3.3428, 0.7583, 2.9092], [2.7980, -2.1662, -1.8616], [-2.8729, -1.2782, -1.3870], [2.9367, -0.7647, 0.9960], [-4.2103, -1.5866, 0.6797], [-0.1187, -1.5102, -5.6938], [-6.4006, -0.4161, -0.5642], [-0.6452, -2.0613, -4.5569], [1.2655, 0.6216, -6.1163], [-4.1625, -1.3024, -0.6877], [-1.9779, -0.7394, -2.9970], [3.2631, 1.0284, -2.3742], [-1.5853, 2.3730, 1.2397], [1.3437, -2.1017, 2.6735], [4.2117, 0.9365, -0.8607], [2.4690, 3.7546, 2.3532], [1.0698, 0.5761, 5.1945], [2.6838, 1.8792, -0.8534], [0.7049, 1.1052, 2.8616], [0.3375, 1.9774, 4.3171], [2.3532, 0.5001, -5.9223], [2.3504, -2.0392, -2.8205], [1.0795, 0.4595, -7.1592], [-0.7460, -0.3921, 3.3041], [0.9335, 1.6572, -5.9754], [-1.1417, -2.9928, -4.4463], [3.8482, -2.2209, -1.9550], [-5.3259, -1.4968, 2.4364], [3.9498, -0.4505, 0.7867], [2.3963, -3.0422, -1.3483], [-7.2852, -0.0057, -1.0036], [-2.1963, -0.6063, 2.2822], [-2.1410, 1.6724, -0.3558], [4.2226, 0.2037, 3.2218], [1.4701, 3.9420, 3.9302], [3.0170, -1.8588, 1.0658], [1.4813, -1.0517, 4.1133], [-3.3621, -2.1028, 1.1171], [2.8988, -1.9088, 3.5506], [-0.2519, -1.7097, -6.7550], [3.2149, 4.4043, 3.9079], [1.6272, 1.7363, 1.4649], [3.7680, 1.4684, 2.1565], [0.9928, 2.3047, 5.9139], [-0.9196, -1.8477, 2.2922], [-0.6352, 2.6123, -0.3232], [-5.2859, -0.5377, -2.3347]], "homo_lumo_gap_ev": [5.99, 2.53], "homo_energy_ev": [-11.28, -12.68], "e_tot_ha": -10909.82726, "lumo_energy_ev": [-5.29, -10.15], "charge": 2, "relative_energy_kcal_mol": 26.0, "multiplicity": 5, "s_squared": 6.0142}

***

{"formula": "C5H8N2O2", "method": "the ωB97M-V functional and the def2-TZVPD basis", "elements": ["O", "O", "N", "N", "C", "C", "C", "C", "C", "H", "H", "H", "H", "H", "H", "H", "H"], "positions_angstrom": [[3.0632, 0.2934, 0.4769], [1.6783, 0.0265, -1.2655], [0.1448, 0.0041, -1.2407], [-0.2635, 0.6005, -0.1094], [1.9762, 0.1691, 0.0300], [0.6710, -0.0957, 0.8301], [-0.2392, -1.3854, -1.0479], [-0.2863, 2.0976, -0.2060], [0.1488, -1.5468, 0.4307], [0.2766, -2.1039, -1.7475], [0.9290, -2.4176, 0.4452], [-1.2884, -1.3428, -1.2880], [0.7377, 0.1904, 1.7901], [-1.1839, 2.3410, 0.3992], [-0.4752, 2.3194, -1.3166], [0.6523, 2.5445, 0.1496], [-0.7222, -1.7616, 1.1322]], "homo_lumo_gap_ev": 10.28, "homo_energy_ev": -9.39, "e_tot_ha": -455.20242, "lumo_energy_ev": 0.89, "charge": 0, "smiles": "CN1[C@H]2CCN1OC2=O", "relative_energy_kcal_mol": 97.9}

***

{"formula": "C22H53NO10", "method": "the ωB97M-V functional and the def2-TZVPD basis", "elements": ["O", "O", "O", "O", "O", "O", "O", "O", "O", "O", "N", "C", "C", "C", "C", "C", "C", "C", "C", "C", "C", "C", "C", "C", "C", "C", "C", "C", "C", "C", "C", "C", "C", "H", "H", "H", "H", "H", "H", "H", "H", "H", "H", "H", "H", "H", "H", "H", "H", "H", "H", "H", "H", "H", "H", "H", "H", "H", "H", "H", "H", "H", "H", "H", "H", "H", "H", "H", "H", "H", "H", "H", "H", "H", "H", "H", "H", "H", "H", "H", "H", "H", "H", "H", "H", "H"], "positions_angstrom": [[7.3326, 22.5269, -3.8218], [5.5092, 21.2288, -1.5479], [1.7516, 19.7249, 2.1200], [3.1962, 23.4822, -0.7770], [-1.5521, 18.8970, 5.7111], [-0.4706, 16.1085, -0.0467], [-0.1280, 17.2950, 3.1857], [4.8153, 20.3659, 2.6425], [5.2897, 19.9220, 0.8184], [4.2826, 23.1493, 2.2189], [1.0259, 22.0734, 0.8089], [4.2715, 24.2460, -0.1506], [6.6413, 20.0957, 1.0011], [0.0339, 15.5786, -1.2858], [-0.3249, 18.3718, 5.2788], [4.0388, 24.3394, 1.3603], [0.6679, 19.6937, 1.1555], [1.8780, 23.9571, -0.6070], [-0.4234, 17.0050, 4.5717], [7.7351, 23.6221, -4.6898], [0.3520, 16.7599, 0.9235], [0.9166, 20.8289, 0.0507], [5.8932, 22.4416, -3.6706], [0.0437, 16.1723, 2.3244], [-1.7478, 20.1515, 5.0954], [2.2253, 20.6882, -0.7260], [5.4767, 21.1219, -2.9576], [4.2510, 21.3604, -0.9254], [3.8245, 21.1212, 3.2840], [3.2530, 22.1587, 2.2256], [4.5896, 21.1255, 0.5736], [4.3000, 19.1410, 2.1878], [1.9026, 18.6874, 3.1076], [7.0799, 20.0159, 0.0064], [5.0890, 22.0058, 0.9782], [2.1280, 19.8695, -1.4390], [2.5097, 17.8384, 2.7935], [0.0976, 19.0964, 4.5828], [-1.1185, 20.8955, 5.5837], [5.2873, 23.8939, -0.3302], [2.9998, 24.5670, 1.5985], [7.0258, 20.9485, 1.5607], [3.6824, 20.4945, -1.2645], [-2.8190, 20.2712, 5.2581], [1.2197, 23.5063, -1.3497], [2.1680, 19.0633, 4.0957], [0.1481, 22.1251, 1.3058], [-1.3887, 16.5115, 4.6845], [1.4332, 23.7453, 0.3654], [4.3248, 21.6874, 4.0696], [0.6056, 18.7947, 0.5423], [2.2620, 22.5670, 2.4240], [7.0501, 19.1886, 1.4463], [7.4200, 23.4286, -5.7152], [4.5257, 20.7433, -3.3323], [5.6009, 23.3730, -3.1857], [7.2646, 24.5477, -4.3583], [4.4087, 25.2881, -0.4389], [1.6607, 21.9298, 1.5813], [1.8667, 25.0254, -0.8227], [-1.5435, 20.1891, 4.0254], [0.0090, 17.7923, 0.8556], [3.6924, 21.0766, 1.1907], [6.1114, 20.2966, -3.2803], [-0.8039, 15.1605, -1.8438], [3.3392, 19.3078, 1.7008], [0.3265, 18.1399, 6.1214], [4.0483, 18.2916, 2.8229], [0.0621, 21.1098, -0.5650], [0.8148, 15.4826, 2.6676], [8.8082, 23.8051, -4.7454], [3.0027, 20.4284, -0.0076], [2.4366, 21.5630, -1.3409], [3.7922, 22.2915, -1.2582], [5.2861, 22.3864, -4.5742], [1.3787, 16.7399, 0.5578], [0.3888, 16.3757, -1.9391], [4.9702, 18.7522, 1.4212], [-0.8106, 15.4963, 2.3606], [0.8684, 18.3452, 3.1465], [4.7159, 25.0607, 1.8179], [0.7099, 14.7729, -0.9996], [-0.2321, 19.7612, 1.7666], [3.0645, 20.4884, 3.7423], [0.2606, 16.2457, 4.9509], [3.0264, 21.6429, 1.2925]], "homo_lumo_gap_ev": 7.72, "homo_energy_ev": -7.13, "e_tot_ha": -1676.19288, "lumo_energy_ev": 0.59, "charge": 0, "relative_energy_kcal_mol": 512.9}